Record 1
The following is a DFT calculation (ωB97M-V with the def2-TZVPD basis set) of a molecular structure, C51H56FN13O4RuSe at a distorted geometry.

Each line ends with the Mulliken charge.
Cartesian coordinates (Å):
1 Ru -2.215 -1.068 -1.565  1.37
2 C -0.352 3.777 -3.656  -1.28
3 N -1.051 2.521 -3.714  1.13
4 C -0.821 1.399 -3.025  -0.55
5 N -1.806 0.538 -3.244  0.14
6 C -2.627 1.195 -4.101  -0.54
7 N -2.191 2.392 -4.386  -0.93
8 C -0.454 4.417 -2.289  0.53
9 C 0.487 5.364 -1.894  -1.05
10 C 0.377 6.010 -0.672  -0.83
11 C -0.669 5.720 0.179  -0.60
12 C -1.601 4.750 -0.197  0.23
13 C -1.495 4.108 -1.431  0.52
14 C -2.695 4.427 0.681  -0.09
15 N -2.993 5.001 1.815  -0.53
16 N -4.083 4.443 2.282  -0.53
17 C -4.466 3.522 1.439  -0.13
18 O -3.599 3.456 0.395  -0.12
19 C -5.621 2.671 1.544  0.45
20 C -6.432 2.739 2.679  -0.62
21 C -7.509 1.883 2.784  -0.87
22 C -7.792 0.982 1.768  -0.87
23 C -7.014 0.938 0.612  0.98
24 C -7.404 0.015 -0.526  -1.35
25 N -6.283 -0.719 -1.054  0.94
26 C -5.330 -0.323 -1.903  -0.02
27 N -4.428 -1.293 -2.035  -0.66
28 C -4.899 -2.286 -1.229  -0.49
29 N -6.010 -1.952 -0.631  -0.91
30 C -5.922 1.783 0.508  0.29
31 H -0.820 4.429 -4.401  0.33
32 H 0.696 3.640 -3.938  0.46
33 H 0.033 1.231 -2.398  0.35
34 H -3.527 0.783 -4.514  0.58
35 H 1.302 5.610 -2.556  0.54
36 H 1.106 6.753 -0.393  0.44
37 H -0.784 6.221 1.125  0.57
38 H -2.255 3.387 -1.700  0.85
39 H -6.197 3.452 3.452  0.56
40 H -8.137 1.914 3.660  0.44
41 H -8.632 0.314 1.872  0.46
42 H -7.853 0.605 -1.332  0.32
43 H -8.135 -0.718 -0.179  0.42
44 H -5.319 0.611 -2.433  0.59
45 H -4.428 -3.249 -1.130  0.66
46 H -5.289 1.784 -0.369  0.60
47 C 4.723 -4.075 1.079  -0.59
48 C 4.173 -4.610 -0.241  -1.18
49 N 3.102 -3.771 -0.763  0.21
50 C 1.825 -4.073 -0.480  -0.20
51 C 0.740 -3.348 -0.894  0.01
52 C -0.641 -3.764 -0.387  -0.31
53 O -0.710 -4.735 0.343  -0.70
54 O -1.610 -3.009 -0.710  -0.56
55 C 0.917 -2.212 -1.740  0.76
56 O 0.024 -1.455 -2.176  -1.12
57 C 2.312 -1.893 -2.023  0.72
58 C 2.586 -0.741 -2.762  -1.08
59 C 3.865 -0.294 -2.927  0.44
60 F 4.025 0.865 -3.601  -0.35
61 C 4.971 -1.003 -2.409  -1.09
62 C 4.688 -2.166 -1.694  -0.59
63 C 3.384 -2.637 -1.494  0.35
64 N 6.280 -0.566 -2.529  0.20
65 C 7.364 -1.504 -2.734  -0.63
66 C 8.557 -1.105 -1.851  -0.81
67 N 8.625 0.385 -1.766  -0.08
68 C 8.097 1.002 -3.008  -0.88
69 C 6.589 0.745 -3.090  -0.68
70 H 5.605 -4.638 1.367  0.46
71 H 3.982 -4.181 1.863  -0.07
72 H 4.996 -3.025 1.005  0.28
73 H 3.782 -5.614 -0.076  0.53
74 H 4.960 -4.679 -0.995  0.56
75 H 1.650 -4.952 0.129  0.55
76 H 1.759 -0.217 -3.210  0.91
77 H 5.515 -2.707 -1.267  0.63
78 H 7.657 -1.507 -3.791  0.32
79 H 7.060 -2.519 -2.494  0.48
80 H 9.479 -1.482 -2.297  0.38
81 H 8.462 -1.510 -0.841  0.42
82 H 9.590 0.688 -1.586  0.37
83 H 8.046 0.706 -0.981  0.39
84 H 8.631 0.564 -3.853  0.38
85 H 8.289 2.076 -3.007  0.42
86 H 6.288 0.834 -4.141  0.42
87 H 6.049 1.510 -2.522  0.50
88 C 0.553 3.002 1.684  -0.76
89 C 1.112 1.871 2.537  -0.64
90 C 1.930 0.847 1.749  -0.99
91 C 1.132 -0.032 0.779  0.39
92 N 0.162 -0.894 1.413  1.70
93 C -1.177 -0.834 1.258  -0.81
94 Se -2.092 0.544 0.354  1.06
95 N -1.760 -1.860 1.890  1.14
96 C -3.176 -2.095 2.036  -0.74
97 C -3.619 -1.904 3.492  -0.97
98 C -3.234 -0.548 4.089  -0.41
99 C -4.039 0.615 3.526  -0.74
100 C -0.776 -2.637 2.464  0.06
101 C -0.832 -3.836 3.164  -0.53
102 C 0.360 -4.339 3.639  -1.15
103 C 1.574 -3.693 3.390  -1.08
104 C 1.647 -2.540 2.633  -0.61
105 C 0.449 -2.011 2.174  0.39
106 H 0.132 3.769 2.327  0.52
107 H -0.241 2.650 1.023  -0.08
108 H 1.335 3.457 1.080  0.30
109 H 0.292 1.372 3.060  0.16
110 H 1.771 2.299 3.294  0.49
111 H 2.448 0.205 2.462  0.31
112 H 2.681 1.369 1.151  0.65
113 H 1.828 -0.677 0.229  -0.71
114 H 0.589 0.591 0.059  -0.30
115 H -3.384 -3.116 1.704  0.38
116 H -3.713 -1.399 1.379  -0.16
117 H -3.177 -2.688 4.108  0.41
118 H -4.703 -2.029 3.527  0.61
119 H -2.166 -0.358 3.939  0.07
120 H -3.404 -0.597 5.165  0.53
121 H -3.785 0.808 2.480  -0.12
122 H -3.836 1.522 4.090  0.51
123 H -5.103 0.407 3.591  0.25
124 H -1.755 -4.371 3.304  0.64
125 H 0.356 -5.258 4.204  0.49
126 H 2.483 -4.111 3.792  0.57
127 H 2.588 -2.062 2.418  0.64

Forces on atoms 1 to 2 (eV/Å):
2.4 -0.9 -2.1
0.4 0.9 0.0

Net charge: +3
Gap between HOMO and LUMO (alpha / beta), eV: 4.6516 / 5.3161
Largest force on an atom, eV/A: 3.4
HOMO (alpha / beta), eV: -13.91 / -13.91
Spin multiplicity: 2
LUMO level (alpha / beta), eV: -9.3 / -8.6
Energy relative to the best compared isomer or geometry (same formula, charge and spin), eV: 3.3739



Record 2
The following is a DFT calculation (ωB97M-V with the def2-TZVPD basis set) of a molecular structure, C3H5NO2.

Each line ends with the Mulliken charge.
Cartesian coordinates (Å):
1 N 0.562 1.152 0.056  -0.31
2 C 1.293 0.055 -0.229  -0.10
3 O 0.670 -1.116 -0.278  -0.31
4 C -0.744 -0.847 -0.125  -0.44
5 C -0.790 0.552 0.527  0.22
6 O -0.436 0.618 1.767  -0.66
7 H 1.054 0.914 -1.167  0.28
8 H 2.376 -0.001 -0.119  0.42
9 H -1.151 -1.612 0.536  0.26
10 H -1.208 -0.889 -1.117  0.31
11 H -1.624 1.176 0.149  0.32

Forces on atoms 1 to 2 (eV/Å):
0.5 -0.2 -0.4
0.0 -0.1 0.4

Net charge: 0
Gap between HOMO and LUMO, eV: 8.9745
Largest force on an atom, eV/A: 0.6
HOMO, eV: -9.00
LUMO level, eV: 0.0
Energy relative to the best compared isomer or geometry (same formula, charge and spin), eV: 5.2680



Record 3
The following is a DFT calculation (ωB97M-V with the def2-TZVPD basis set) of a single C4H8O2 molecule.

Each line ends with the Mulliken charge.
Cartesian coordinates (Å):
1 C -2.269 -0.106 -0.077  -1.07
2 C -1.005 0.539 0.480  -0.23
3 C 0.233 -0.056 -0.150  0.57
4 O 0.237 -0.781 -1.117  -0.57
5 O 1.356 0.316 0.489  -0.32
6 C 2.556 -0.193 -0.097  -0.62
7 H -3.139 0.137 0.539  0.35
8 H -2.463 0.229 -1.099  0.27
9 H -2.158 -1.193 -0.111  0.30
10 H -0.989 1.619 0.286  0.24
11 H -0.929 0.431 1.568  0.29
12 H 3.368 0.119 0.560  0.22
13 H 2.513 -1.282 -0.171  0.28
14 H 2.691 0.221 -1.099  0.28

Forces on atoms 1 to 2 (eV/Å):
-0.1 0.0 0.0
0.0 0.0 0.0

Net charge: 0
Gap between HOMO and LUMO, eV: 11.4047
Largest force on an atom, eV/A: 0.4
HOMO, eV: -10.45
LUMO level, eV: 1.0
Energy relative to the best compared isomer or geometry (same formula, charge and spin), eV: 0.3616



Record 4
The following is a DFT calculation (ωB97M-V with the def2-TZVPD basis set) of a molecular structure, C24H40Cl3FINO7P2S at a distorted geometry.

Each line ends with the Mulliken charge.
Cartesian coordinates (Å):
1 C 1.193 -2.644 -1.934  -0.86
2 C 0.391 -1.893 -1.215  -0.34
3 C -0.682 -0.986 -0.380  0.49
4 O -1.147 -1.492 0.838  0.53
5 C -1.791 -2.734 0.988  -0.29
6 C -2.950 -2.445 2.147  -1.13
7 C -3.330 -0.898 2.318  -0.26
8 C -2.426 -0.312 3.530  -0.09
9 O -2.573 1.111 3.760  -0.47
10 C -0.944 -3.922 1.728  -1.05
11 C 0.255 -4.596 0.935  -0.06
12 C -0.185 -5.722 -0.169  0.00
13 N 0.160 -5.664 -1.608  -0.33
14 O -0.832 -6.766 0.229  -0.56
15 S -2.796 -3.477 -0.371  1.46
16 O -2.132 -3.686 -1.696  -0.58
17 O -4.148 -2.802 -0.601  -0.58
18 F -3.225 -5.044 0.188  -0.35
19 P -1.884 -0.306 -1.666  0.80
20 O -3.312 0.027 -1.194  -0.68
21 C 0.292 0.319 0.038  -0.72
22 I -1.099 1.845 0.733  0.18
23 O 1.010 0.578 -1.160  -0.21
24 C 1.675 1.820 -1.328  0.57
25 Cl 2.437 2.595 0.142  -0.09
26 C 0.820 2.999 -2.108  -0.33
27 C 0.882 4.437 -1.375  -0.34
28 C -0.029 5.450 -2.302  -0.67
29 C -1.069 6.291 -1.399  -0.43
30 C -2.526 5.587 -1.388  -0.76
31 C 2.939 1.528 -2.350  -0.22
32 Cl 4.663 1.955 -1.792  -0.15
33 C 2.803 0.929 -3.640  0.05
34 C 1.392 0.482 -4.253  -0.55
35 Cl 4.350 0.642 -4.612  -0.20
36 P 1.378 -0.458 1.444  0.54
37 C 1.221 0.438 3.084  -0.48
38 C 2.393 1.558 3.386  -0.94
39 C 3.148 -0.774 0.883  0.08
40 C 3.980 -1.260 2.217  -0.94
41 H 1.648 -3.196 -2.843  0.35
42 H -2.587 -2.811 3.194  0.45
43 H -3.908 -3.077 1.940  0.52
44 H -4.428 -0.870 2.716  0.43
45 H -3.332 -0.261 1.367  0.05
46 H -2.802 -0.844 4.497  0.37
47 H -1.350 -0.674 3.359  -0.14
48 H -3.014 1.306 4.618  0.32
49 H -0.502 -3.421 2.684  0.50
50 H -1.632 -4.769 2.134  0.44
51 H 1.073 -3.882 0.527  -0.08
52 H 0.836 -5.237 1.724  0.48
53 H 0.829 -6.399 -1.887  0.28
54 H -0.678 -5.773 -2.213  0.27
55 H -1.354 0.867 -2.319  -0.09
56 H -2.012 -1.304 -2.720  0.06
57 H 1.259 3.161 -3.174  0.30
58 H -0.290 2.735 -2.233  -0.04
59 H 0.371 4.445 -0.337  0.19
60 H 1.935 4.920 -1.365  0.25
61 H -0.574 4.870 -3.155  0.34
62 H 0.693 6.221 -2.794  0.32
63 H -1.205 7.369 -1.803  0.34
64 H -0.702 6.357 -0.313  0.28
65 H -3.310 6.450 -1.394  0.31
66 H -2.702 4.906 -2.301  0.21
67 H -2.699 4.948 -0.434  0.09
68 H 0.480 0.656 -3.588  -0.03
69 H 1.290 0.938 -5.308  0.37
70 H 1.452 -0.670 -4.418  0.27
71 H 0.209 0.925 3.319  0.18
72 H 1.379 -0.362 3.921  0.44
73 H 1.971 2.638 3.320  0.21
74 H 3.228 1.472 2.599  0.15
75 H 2.828 1.448 4.446  0.30
76 H 3.151 -1.672 0.140  0.30
77 H 3.677 0.087 0.340  0.13
78 H 4.740 -0.476 2.569  0.30
79 H 4.472 -2.295 2.025  0.29
80 H 3.259 -1.436 3.117  0.25

Forces on atoms 1 to 2 (eV/Å):
-4.6 4.0 2.3
2.8 -3.8 -3.0

Net charge: 0
Gap between HOMO and LUMO, eV: 7.8897
Largest force on an atom, eV/A: 8.0
HOMO, eV: -7.97
LUMO level, eV: -0.1



Record 5
The following is a DFT calculation (ωB97M-V with the def2-TZVPD basis set) of a molecular structure, C13H13BaBr2I2NO3 at a distorted geometry.

Each line ends with the Mulliken charge.
Cartesian coordinates (Å):
1 C -1.697 2.307 1.065  -0.10
2 C -0.751 1.533 1.181  -1.51
3 C 0.198 0.329 0.816  2.16
4 C 1.740 0.788 0.980  -0.69
5 Br 1.772 2.800 0.960  0.07
6 C 2.708 0.320 -0.181  0.87
7 C 3.029 -1.255 -0.215  -0.82
8 Br 4.496 1.234 0.210  -0.31
9 C 0.044 -0.712 2.047  -0.11
10 O -0.155 -0.165 3.367  -0.30
11 C -1.489 -0.336 3.740  0.42
12 N -2.647 -0.335 3.713  -0.37
13 C -0.951 -1.862 1.531  0.00
14 O -1.249 -2.907 2.017  -0.47
15 O -1.365 -1.352 0.286  -0.20
16 C -0.253 -0.644 -0.356  0.19
17 C -0.831 -0.080 -1.728  -1.42
18 I -0.052 1.872 -2.302  0.11
19 C -2.424 -0.047 -1.821  -0.29
20 C -2.990 1.005 -2.907  -1.38
21 I -3.214 -1.993 -2.490  0.15
22 H -2.363 3.215 1.072  0.40
23 H 2.130 0.511 2.011  0.47
24 H 2.426 0.684 -1.214  0.25
25 H 2.514 -1.654 -1.152  0.18
26 H 4.129 -1.535 -0.327  0.18
27 H 2.520 -1.804 0.643  0.14
28 H 1.010 -1.315 2.176  0.08
29 H 0.399 -1.510 -0.670  0.39
30 H -0.488 -0.804 -2.539  0.70
31 H -2.929 0.253 -0.847  0.36
32 H -4.058 0.657 -3.107  0.45
33 H -2.461 0.936 -3.901  0.43
34 H -3.082 2.049 -2.493  0.37
35 Ba 6.336 -0.182 0.433  1.63

Forces on atoms 1 to 2 (eV/Å):
1.1 0.3 0.6
-1.0 -1.2 -2.3

Net charge: +2
Gap between HOMO and LUMO, eV: 4.5949
Largest force on an atom, eV/A: 11.0
HOMO, eV: -13.23
LUMO level, eV: -8.6
Energy relative to the best compared isomer or geometry (same formula, charge and spin), eV: 2.4768



Question: What is the formula in the third record?
Answer: C4H8O2